1.
ORCA calculation (wB97M-V/def2-TZVPD) on a 2-piece molecular cluster, C3H9NO2 overall in a non-equilibrium geometry.

Bonds (Å) are listed after each position.
CARTESIAN COORDINATES (ANGSTROEM)
1 C -0.105 -2.361 1.500  C2 1.342, H4 1.083, H5 1.084
2 C -0.554 -1.291 2.173  C1 1.342, O3 1.358, H6 1.083
3 O -1.206 -0.214 1.663  C2 1.358, H7 1.000
4 H 0.318 -3.164 2.092  C1 1.083
5 H 0.210 -2.255 0.468  C1 1.084
6 H -0.483 -1.235 3.252  C2 1.083
7 H -0.951 -0.172 0.697  O3 1.000
8 N 0.130 1.913 -2.316  C9 1.415, H11 1.007, H12 1.011
9 C 0.609 1.573 -1.028  N8 1.415, O10 1.449, H13 1.092, H14 1.085
10 O 0.249 0.258 -0.537  C9 1.449, H15 0.973
11 H 0.568 1.514 -3.130  N8 1.007
12 H -0.881 1.895 -2.325  N8 1.011
13 H 1.697 1.645 -0.968  C9 1.092
14 H 0.256 2.251 -0.257  C9 1.085
15 H 0.144 -0.358 -1.283  O10 0.973

- multiplicity = 1
- relative energy (zero: lowest compared OMol25 entry of this formula, charge and spin) (eV) = 2.239
- SMILES string = C=CO.NCO

2.
ORCA calculation (wB97M-V/def2-TZVPD) on a 2-piece molecular cluster, C3H10Cl2NSi overall in a non-equilibrium geometry.

Bonds (Å) are listed after each position.
CARTESIAN COORDINATES (ANGSTROEM)
1 C -1.208 0.404 -0.990  N4 1.435, H8 1.181, H9 1.014, H10 1.193
2 C 0.102 0.492 1.043  N4 1.537, H11 1.119, H12 1.186, H13 1.021
3 C 0.910 -0.935 -0.814  N4 1.499, H14 0.989, H15 1.122, H17 1.074
4 N 0.130 0.301 -0.482  C1 1.435, C2 1.537, C3 1.499, H16 1.031
5 Si -0.226 -3.889 1.101  Cl6 2.093, Cl7 2.049
6 Cl -0.075 -2.351 2.512  Si5 2.093
7 Cl -0.220 -5.506 2.360  Si5 2.049
8 H -1.232 0.546 -2.162  C1 1.181
9 H -1.653 -0.502 -0.899  C1 1.014
10 H -1.774 1.296 -0.435  C1 1.193
11 H 1.077 0.050 1.369  C2 1.119
12 H -0.042 1.594 1.455  C2 1.186
13 H -0.510 -0.179 1.510  C2 1.021
14 H 1.876 -0.853 -0.615  C3 0.989
15 H 0.984 -0.844 -1.930  C3 1.122
16 H 0.597 1.188 -0.723  N4 1.031
17 H 0.405 -1.799 -0.424  C3 1.074

- net charge = +1
- multiplicity = 1
- relative energy (zero: lowest compared OMol25 entry of this formula, charge and spin) (eV) = 2.327

3.
ORCA calculation (wB97M-V/def2-TZVPD) on C4H9NO3 in the gas phase.

Bonds (Å) are listed after each position.
CARTESIAN COORDINATES (ANGSTROEM)
1 C -2.040 0.785 1.253  C2 1.517, H9 1.085, H10 1.084, H11 1.086
2 C -1.206 0.451 0.030  C1 1.517, O3 1.439, C4 1.527, H12 1.099
3 O -0.902 1.632 -0.735  C2 1.439, H13 0.973
4 C 0.080 -0.266 0.433  C2 1.527, N5 1.444, H14 1.094, H15 1.083
5 N 0.953 -0.399 -0.710  C4 1.444, C6 1.349, H16 1.007
6 C 2.012 -1.233 -0.751  N5 1.349, O7 1.208, O8 1.356
7 O 2.349 -1.994 0.125  C6 1.208
8 O 2.680 -1.092 -1.923  C6 1.356, H17 0.971
9 H -1.853 0.074 2.051  C1 1.085
10 H -3.091 0.870 1.004  C1 1.084
11 H -1.691 1.739 1.638  C1 1.086
12 H -1.701 -0.167 -0.731  C2 1.099
13 H -0.220 2.138 -0.262  O3 0.973
14 H 0.593 0.316 1.205  C4 1.094
15 H -0.139 -1.256 0.815  C4 1.083
16 H 0.722 0.076 -1.567  N5 1.007
17 H 3.455 -1.674 -1.874  O8 0.971

- multiplicity = 1
- relative energy (zero: lowest compared OMol25 entry of this formula, charge and spin) (eV) = 0.221
- SMILES string = C[C@@H](O)CNC(=O)O

4.
ORCA calculation (wB97M-V/def2-TZVPD) on a 3-piece molecular cluster, C17H34BrClNO7 overall.

Bonds (Å) are listed after each position.
CARTESIAN COORDINATES (ANGSTROEM)
1 C 4.548 4.152 4.195  C2 1.541, H14 1.081, H15 1.084, H16 1.085
2 C 4.304 3.979 2.684  C1 1.541, C3 1.521, H17 1.081, H18 1.088
3 C 4.155 2.543 2.206  C2 1.521, N4 1.510, C9 1.550, H19 1.082
4 N 5.498 1.865 2.331  C3 1.510, C5 1.498, H20 1.024, H21 1.025
5 C 5.430 0.383 2.118  N4 1.498, Cl6 1.755, C7 1.535, H22 1.080
6 Cl 4.897 0.092 0.471  C5 1.755
7 C 4.383 -0.117 3.123  C5 1.535, O8 1.394, H23 1.081, H24 1.097
8 O 3.130 0.350 2.729  C7 1.394, C9 1.422
9 C 3.024 1.756 2.915  C3 1.550, O8 1.422, C10 1.516, H25 1.088
10 C 1.693 2.211 2.351  C9 1.516, C11 1.537, H26 1.083, H27 1.090
11 C 0.461 1.458 2.880  C10 1.537, C12 1.508, H28 1.086, H29 1.084
12 C 0.547 0.943 4.294  C11 1.508, Br13 1.954, H30 1.080, H31 1.078
13 Br 0.797 2.404 5.569  C12 1.954
14 H 3.939 4.960 4.576  C1 1.081
15 H 4.354 3.261 4.780  C1 1.084
16 H 5.574 4.454 4.375  C1 1.085
17 H 3.443 4.534 2.342  C2 1.081
18 H 5.156 4.408 2.159  C2 1.088
19 H 3.907 2.570 1.153  C3 1.082
20 H 6.159 2.255 1.652  N4 1.024
21 H 5.881 2.028 3.267  N4 1.025
22 H 6.400 -0.075 2.246  C5 1.080
23 H 4.389 -1.196 3.194  C7 1.081
24 H 4.625 0.344 4.088  C7 1.097
25 H 3.047 1.966 3.982  C9 1.088
26 H 1.594 3.280 2.492  C10 1.083
27 H 1.744 2.058 1.273  C10 1.090
28 H -0.368 2.160 2.864  C11 1.086
29 H 0.172 0.652 2.216  C11 1.084
30 H -0.392 0.483 4.565  C12 1.080
31 H 1.324 0.213 4.454  C12 1.078
32 C -4.337 -3.273 -0.417  C33 1.512, H39 1.091, H40 1.089, H41 1.088
33 C -4.125 -1.878 0.129  C32 1.512, O34 1.440, H42 1.088, H43 1.089
34 O -2.762 -1.669 0.545  C33 1.440, C35 1.327
35 C -1.895 -1.390 -0.421  O34 1.327, O36 1.203, O37 1.342
36 O -2.134 -1.232 -1.589  C35 1.203
37 O -0.682 -1.269 0.139  C35 1.342, C38 1.427
38 C 0.367 -0.995 -0.790  O37 1.427, H44 1.088, H45 1.089, H46 1.088
39 H -4.011 -4.019 0.308  C32 1.091
40 H -5.392 -3.433 -0.637  C32 1.089
41 H -3.770 -3.428 -1.333  C32 1.088
42 H -4.718 -1.735 1.029  C33 1.088
43 H -4.411 -1.111 -0.589  C33 1.089
44 H 0.135 -0.121 -1.396  C38 1.088
45 H 0.547 -1.855 -1.434  C38 1.089
46 H 1.257 -0.800 -0.196  C38 1.088
47 C -2.209 -2.232 -5.301  C48 1.513, H54 1.091, H55 1.090, H56 1.089
48 C -3.382 -2.808 -4.537  C47 1.513, O49 1.435, H57 1.087, H58 1.090
49 O -4.569 -2.017 -4.703  C48 1.435, C50 1.334
50 C -5.213 -2.186 -5.859  O49 1.334, O51 1.204, O52 1.335
51 O -4.912 -2.956 -6.735  C50 1.204
52 O -6.275 -1.378 -5.862  C50 1.335, C53 1.431
53 C -7.052 -1.428 -7.062  O52 1.431, H59 1.087, H60 1.089, H61 1.086
54 H -2.052 -1.190 -5.019  C47 1.091
55 H -1.303 -2.796 -5.080  C47 1.090
56 H -2.384 -2.267 -6.375  C47 1.089
57 H -3.173 -2.787 -3.471  C48 1.087
58 H -3.583 -3.839 -4.826  C48 1.090
59 H -7.347 -2.448 -7.293  C53 1.087
60 H -6.490 -1.006 -7.893  C53 1.089
61 H -7.937 -0.825 -6.879  C53 1.086

- net charge = +1
- multiplicity = 1

Number 1: Kohn-Sham gap 9.18 eV. Number 2: Kohn-Sham gap 8.99 eV. Number 3: Kohn-Sham gap 10.69 eV. Number 4: Kohn-Sham gap 8.67 eV.